ORCA calculation (ωB97M-V/def2-TZVPD) on a single C4H5NOS molecule.

Last column: Löwdin charge in e.
Geometry (Å):
N: 2.455 -1.243 0.512  0.156
C: -1.801 -0.860 0.221  -0.287
H: -2.536 -1.502 0.769  0.127
S: -0.145 1.388 0.088  0.892
O: -1.751 -0.962 -0.983  0.025
H: 0.462 -0.134 -1.592  0.060
H: -0.095 -0.611 1.466  0.087
C: 1.022 0.427 -0.879  -0.477
C: -0.885 0.064 1.049  -0.451
C: 1.833 -0.500 -0.112  -0.296
H: 1.716 1.142 -1.343  0.092
H: -1.411 0.502 1.889  0.071

Energy above the lowest of the compared OMol25 structures with the same formula, charge and spin in kJ/mol: 100.3
SMILES: N#CCSCC=O
E_tot in a.u.: -683.5697
Total charge: 0
Strongest force on any atom in eV Å⁻¹: 1.231
Highest occupied orbital energy in eV: -9.504
Multiplicity: 1